{
  "formula": "C28H29N5SiTi",
  "method": "ωB97M-V with the def2-TZVPD basis set",
  "homo_lumo_gap_ha": [0.283, 0.277],
  "multiplicity": 2,
  "relative_energy_ev": 0.000,
  "charge": 1,
  "homo_energy_ev": [-10.26, -10.10],
  "symbols": ["Ti", "C", "C", "C", "C", "C", "N", "C", "C", "C", "C", "C", "C", "C", "N", "C", "C", "C", "N", "C", "C", "N", "C", "C", "C", "N", "H", "H", "H", "H", "H", "H", "H", "H", "H", "H", "H", "H", "H", "H", "H", "H", "H", "H", "C", "Si", "C", "C", "C", "C", "C", "C", "C", "H", "H", "H", "H", "H", "H", "H", "H", "H", "H", "H"],
  "xyz": [[-1.1693, 0.3402, 0.5085], [1.2926, 3.9673, -5.1346], [1.0947, 3.0801, -3.9373], [1.7400, 1.8509, -3.8281], [1.5211, 1.0109, -2.7538], [0.6580, 1.3601, -1.7084], [0.4058, 0.5171, -0.6252], [1.2873, -0.5767, -0.4338], [2.6025, -0.3825, -0.0090], [3.4531, -1.4465, 0.2134], [3.0215, -2.7641, 0.0458], [3.9325, -3.9225, 0.3410], [1.7128, -2.9701, -0.3608], [0.8657, -1.8966, -0.6129], [-0.4560, -2.1765, -1.0704], [-0.8490, -3.1332, -1.9333], [-2.2228, -3.0995, -2.0030], [-2.5967, -2.0794, -1.1259], [-1.5245, -1.5267, -0.5643], [0.0276, 2.6049, -1.8180], [0.2289, 3.4321, -2.9155], [-0.8417, 3.0737, -0.7866], [-1.0224, 4.3454, -0.3987], [-2.0568, 4.3773, 0.5148], [-2.4604, 3.0528, 0.6290], [-1.7273, 2.2605, -0.1645], [2.3241, 3.9295, -5.4833], [1.0503, 5.0042, -4.9051], [0.6544, 3.6524, -5.9624], [2.4231, 1.5364, -4.6080], [2.0361, 0.0604, -2.7140], [2.9428, 0.6355, 0.1375], [4.4700, -1.2580, 0.5355], [4.9633, -3.6844, 0.0823], [3.6369, -4.8116, -0.2142], [3.9094, -4.1712, 1.4039], [1.3357, -3.9798, -0.4755], [-0.1229, -3.7452, -2.4403], [-2.8615, -3.7175, -2.6078], [-3.5824, -1.7194, -0.8811], [-0.3168, 4.3660, -2.9777], [-0.4007, 5.1314, -0.7912], [-2.4512, 5.2375, 1.0249], [-3.2362, 2.6278, 1.2462], [-1.3305, 1.8390, 4.1401], [-0.4247, 0.7406, 2.9158], [1.3549, 0.4734, 3.4404], [-1.3313, -0.9149, 2.7262], [-2.7295, -0.8866, 2.5252], [-3.4428, -2.0297, 2.1869], [-2.7740, -3.2340, 2.0015], [-1.3953, -3.2803, 2.1461], [-0.6842, -2.1351, 2.4848], [-1.2013, 1.4670, 5.1586], [-2.4015, 1.9116, 3.9433], [-0.9223, 2.8509, 4.1001], [1.4314, 0.1269, 4.4732], [1.8967, 1.4187, 3.3647], [1.8653, -0.2438, 2.7951], [-3.2811, 0.0326, 2.7175], [-4.5204, -1.9839, 2.0874], [-3.3256, -4.1299, 1.7483], [-0.8672, -4.2149, 2.0029], [0.3920, -2.2005, 2.6037]]
}